DFT (ωB97M-V/def2-TZVPD) results for a cluster of 10 separate species, C30H80O30S10 in total.

ORCA input file:
```
! RIJCOSX wB97M-V def2-TZVPD def2/J DEFGRID3
* xyz 0 1
C 6.563 -0.374 4.053
C 5.219 -0.692 3.415
O 4.385 0.452 3.555
S 3.325 0.789 2.332
C 4.159 2.198 1.505
O 3.282 -0.313 1.408
O 2.099 1.211 2.951
H 6.682 0.688 4.284
H 7.339 -0.442 3.283
H 6.943 -0.901 4.925
H 5.435 -0.862 2.356
H 4.751 -1.618 3.755
H 3.450 2.715 0.868
H 5.050 1.823 1.011
H 4.443 2.791 2.374
C -0.091 -3.051 0.799
C 0.404 -1.661 0.403
O -0.687 -0.770 0.185
S -0.573 0.261 -1.079
C 0.432 1.521 -0.204
O 0.088 -0.398 -2.145
O -1.917 0.755 -1.263
H -0.742 -3.573 0.098
H -0.505 -3.034 1.803
H 0.823 -3.656 0.812
H 1.037 -1.362 1.242
H 1.007 -1.683 -0.507
H 0.257 2.497 -0.653
H 1.502 1.328 -0.153
H 0.072 1.413 0.818
C 3.595 -4.204 -0.445
C 3.652 -4.255 1.065
O 4.569 -5.347 1.399
S 3.929 -6.840 1.275
C 4.541 -7.430 2.879
O 2.494 -6.763 1.280
O 4.729 -7.407 0.219
H 4.553 -3.812 -0.795
H 2.883 -3.386 -0.617
H 3.439 -5.106 -1.025
H 4.114 -3.368 1.496
H 2.744 -4.454 1.636
H 4.263 -8.478 2.980
H 3.906 -6.839 3.539
H 5.597 -7.310 3.087
C 1.375 -1.608 4.278
C 0.712 -2.794 5.003
O -0.656 -2.514 5.177
S -1.732 -3.725 5.043
C -0.993 -4.929 6.191
O -2.979 -3.269 5.611
O -1.558 -4.259 3.720
H 2.027 -1.877 3.449
H 1.974 -1.010 4.971
H 0.632 -0.881 3.948
H 0.873 -3.640 4.326
H 1.202 -2.995 5.959
H -0.035 -5.203 5.763
H -1.631 -5.770 6.440
H -0.814 -4.352 7.099
C 3.318 3.056 -5.475
C 3.230 1.601 -5.048
O 2.995 1.506 -3.644
S 3.757 0.342 -2.819
C 2.811 -1.117 -3.419
O 5.123 0.310 -3.254
O 3.444 0.581 -1.453
H 2.335 3.521 -5.531
H 3.916 3.085 -6.384
H 3.905 3.581 -4.719
H 2.566 1.037 -5.708
H 4.228 1.211 -5.267
H 2.226 -1.378 -2.544
H 3.555 -1.871 -3.669
H 2.211 -0.897 -4.294
C -2.587 -5.615 -4.421
C -1.279 -6.332 -4.140
O -1.313 -6.600 -2.724
S -0.162 -7.581 -2.089
C 1.099 -6.387 -1.689
O -0.776 -8.172 -0.922
O 0.314 -8.366 -3.196
H -2.625 -4.728 -3.784
H -3.469 -6.164 -4.091
H -2.689 -5.370 -5.477
H -1.232 -7.248 -4.726
H -0.425 -5.689 -4.358
H 1.283 -5.798 -2.586
H 1.956 -6.993 -1.398
H 0.846 -5.678 -0.905
C -3.538 -1.875 1.786
C -4.625 -0.884 1.426
O -4.292 0.484 1.621
S -4.080 1.014 3.167
C -4.501 2.763 2.832
O -5.104 0.385 3.983
O -2.701 0.863 3.539
H -2.947 -1.659 2.670
H -2.858 -2.014 0.941
H -3.978 -2.876 1.823
H -4.859 -0.925 0.356
H -5.619 -1.101 1.832
H -5.404 2.750 2.225
H -3.675 3.291 2.368
H -4.792 3.205 3.784
C -4.754 2.516 -0.997
C -6.148 2.757 -1.582
O -6.926 3.372 -0.542
S -8.556 3.254 -0.623
C -8.947 4.796 -1.464
O -8.836 2.121 -1.475
O -9.065 3.332 0.714
H -4.161 3.384 -0.725
H -4.240 1.981 -1.800
H -4.804 1.797 -0.178
H -6.001 3.526 -2.348
H -6.559 1.881 -2.072
H -10.031 4.855 -1.551
H -8.592 4.854 -2.494
H -8.492 5.624 -0.929
C 0.911 8.719 3.276
C 1.835 7.846 2.401
O 1.019 7.319 1.346
S 1.183 5.788 0.849
C 0.692 4.989 2.440
O 0.262 5.424 -0.196
O 2.580 5.402 0.728
H 0.260 8.084 3.872
H 0.306 9.382 2.658
H 1.556 9.362 3.874
H 2.612 8.388 1.866
H 2.231 7.083 3.073
H -0.098 4.291 2.165
H 0.323 5.752 3.113
H 1.534 4.382 2.756
C -0.184 5.184 -7.104
C -1.000 5.453 -5.845
O -1.887 4.366 -5.534
S -2.289 4.058 -3.995
C -1.522 2.408 -3.893
O -1.658 5.033 -3.160
O -3.697 3.754 -3.980
H 0.181 4.165 -7.120
H 0.493 6.038 -7.157
H -0.843 5.398 -7.952
H -0.262 5.550 -5.043
H -1.604 6.361 -5.832
H -1.320 2.465 -2.821
H -0.547 2.424 -4.373
H -2.182 1.591 -4.143
*
```

## Properties
- Relative energy (zero: lowest compared OMol25 entry of this formula, charge and spin): 4.021 eV
- Gap between HOMO and LUMO: 10.336 eV
- SMILES string: CCOS(C)(=O)=O.CCOS(C)(=O)=O.CCOS(C)(=O)=O.CCOS(C)(=O)=O.CCOS(C)(=O)=O.CCOS(C)(=O)=O.CCOS(C)(=O)=O.CCOS(C)(=O)=O.CCOS(C)(=O)=O.CCOS(C)(=O)=O


DFT (ωB97M-V/def2-TZVPD) results for a cluster of 7 separate species, C30H81N15O4P4 in total.

ORCA input file:
```
! RIJCOSX wB97M-V def2-TZVPD def2/J DEFGRID3
* xyz 0 1
C 14.105 12.258 17.491
N 13.186 11.530 16.624
C 13.883 11.216 15.316
P 11.520 11.549 16.739
O 10.880 10.604 15.746
N 11.299 11.366 18.308
C 11.894 10.311 19.057
C 9.971 11.680 18.942
N 10.883 13.072 16.359
C 11.432 14.246 17.009
C 10.600 13.295 14.957
H 15.173 11.954 17.418
H 13.834 12.118 18.533
H 14.051 13.329 17.351
H 13.209 10.766 14.504
H 14.549 10.478 15.681
H 14.379 12.086 14.958
H 11.353 9.396 18.876
H 12.897 10.129 18.607
H 12.030 10.564 20.086
H 9.513 10.722 19.314
H 10.075 12.478 19.768
H 9.274 12.151 18.242
H 11.711 14.065 18.074
H 12.231 14.659 16.380
H 10.685 15.024 17.005
H 10.153 12.367 14.605
H 11.505 13.545 14.354
H 9.915 14.133 14.890
C 25.288 14.845 16.604
N 24.460 13.666 16.678
C 24.158 13.009 17.964
P 23.947 12.913 15.242
O 22.923 11.892 15.601
N 23.362 14.040 14.151
C 21.956 14.271 14.098
C 24.182 15.008 13.485
N 25.376 12.267 14.589
C 25.222 11.554 13.302
C 26.304 11.720 15.474
H 25.741 14.860 15.576
H 26.078 14.765 17.448
H 24.727 15.761 16.676
H 23.129 13.031 18.203
H 24.707 13.570 18.823
H 24.424 11.990 17.982
H 21.737 14.765 13.169
H 21.445 13.348 14.178
H 21.594 14.850 14.892
H 25.176 14.638 13.633
H 23.901 15.090 12.448
H 24.163 16.018 13.866
H 26.183 11.657 12.829
H 24.951 10.498 13.412
H 24.451 11.953 12.683
H 26.173 10.657 15.747
H 26.317 12.179 16.446
H 27.293 11.707 15.009
C 20.274 12.641 17.587
N 19.536 13.147 18.779
C 20.320 13.072 20.002
P 18.277 14.200 18.594
O 17.493 13.873 17.373
N 17.602 14.238 20.088
C 16.502 15.180 20.179
C 17.173 12.951 20.718
N 18.908 15.746 18.524
C 19.071 16.402 17.230
C 19.768 16.264 19.542
H 20.551 11.584 17.912
H 21.269 13.141 17.450
H 19.612 12.682 16.644
H 19.812 13.400 20.946
H 21.073 13.861 19.974
H 20.808 12.104 20.188
H 15.676 14.848 19.531
H 16.204 15.278 21.201
H 16.797 16.163 19.897
H 17.997 12.256 20.756
H 16.960 13.174 21.799
H 16.245 12.441 20.343
H 20.042 16.168 16.745
H 18.234 16.250 16.534
H 19.039 17.491 17.246
H 20.823 15.961 19.566
H 19.372 16.051 20.537
H 19.778 17.395 19.401
C 18.747 9.696 9.662
N 18.226 10.557 10.679
C 17.951 11.884 10.238
P 18.377 10.206 12.309
O 17.783 11.324 13.002
N 17.707 8.689 12.415
C 18.285 7.518 13.002
C 16.383 8.523 11.871
N 19.982 9.911 12.721
C 20.622 10.750 13.751
C 20.830 8.874 12.111
H 18.625 8.596 9.771
H 19.842 9.927 9.497
H 18.306 10.006 8.676
H 17.276 12.355 10.937
H 17.392 11.899 9.240
H 18.824 12.473 10.246
H 19.184 7.844 13.513
H 17.548 7.114 13.750
H 18.475 6.729 12.272
H 15.992 9.421 11.295
H 16.458 7.719 11.120
H 15.786 8.244 12.717
H 21.395 11.310 13.327
H 19.826 11.380 14.160
H 20.931 10.131 14.546
H 20.220 8.137 11.525
H 21.433 8.352 12.841
H 21.460 9.266 11.350
C 16.790 14.123 13.793
C 18.036 14.360 13.162
N 19.087 14.580 12.706
H 16.536 13.023 13.704
H 15.939 14.598 13.327
H 16.843 14.329 14.863
C 11.693 7.992 14.102
C 13.027 7.722 14.599
N 14.070 7.584 15.076
H 10.930 7.977 14.819
H 11.285 7.275 13.356
H 11.712 9.021 13.785
C 17.659 10.475 17.360
C 17.151 10.314 18.725
N 16.734 10.161 19.790
H 16.907 10.068 16.691
H 18.516 9.866 17.177
H 17.724 11.556 17.154
*
```

## Properties
- Relative energy (zero: lowest compared OMol25 entry of this formula, charge and spin): 0.000 eV
- Gap between HOMO and LUMO: 8.806 eV
- SMILES string: CN(C)P(=O)(N(C)C)N(C)C.CN(C)P(=O)(N(C)C)N(C)C.CN(C)P(=O)(N(C)C)N(C)C.CN(C)P(=O)(N(C)C)N(C)C.CC#N.CC#N.CC#N